Entry 1:
61
Properties=species:S:1:pos:R:3 method="wB97M-V/def2-TZVPD" total_charge=+2 homo_lumo_gap_ha="0.227 / 0.170" multiplicity=6 e_lumo_ev="-9.30 / -10.83" total_energy_ev=-452175.8222
Pt 3.49950 1.52766 2.83031
Pt 0.56500 2.29882 -1.25776
As -2.95187 2.81621 0.10566
As 4.62501 2.02333 -0.86379
As 0.57604 -0.54725 1.42206
As 5.25147 -1.77772 1.78799
Cu 2.34186 -2.39103 4.44476
Cu 2.55803 -1.42463 -1.55559
Na -0.54761 2.39689 4.20803
F 6.59123 -0.68066 1.15066
F 4.71640 3.70817 -0.41020
F -0.11184 0.60422 2.71975
F 5.11889 2.34804 -2.56619
F -3.85625 3.40751 -1.28021
F 6.36389 -1.97427 3.19614
F -1.75005 -4.36967 -1.76803
F -2.04608 -2.15757 -3.57437
F 5.88276 -3.19364 0.83020
F 4.39895 0.24951 -1.30655
F 2.83664 2.22497 -1.25738
F 0.36657 0.74916 0.18599
F 3.95211 -2.82685 2.49822
F -1.44168 2.58509 -0.96007
F -2.28898 4.44030 0.46213
F -1.10153 -1.22025 1.06122
F -0.09404 -2.86328 -1.71310
F 1.26726 -1.73676 0.27084
F 4.09131 -1.43785 0.40536
F 0.74611 -1.75900 2.72957
F -4.36655 3.15212 1.17818
F -1.95341 -0.90329 -1.87323
F -5.46457 -3.41758 1.68618
F -3.46270 1.10476 -0.10408
F -5.70991 -0.64751 -0.51932
F 2.19799 0.35110 1.59905
F -6.46475 -2.61768 -0.94188
F -1.94124 2.18535 1.48160
F -7.04696 -2.03949 1.57775
F 4.49572 -0.38745 2.60864
F 4.12225 1.61621 0.79140
F 6.35930 1.86628 -0.29540
O -4.22153 -2.31628 -0.59250
O 0.72063 3.45931 0.62023
O 1.29688 0.13725 -4.58783
O 2.03940 2.99342 2.26895
O 0.33941 1.85473 -3.43184
O 0.15109 4.09676 2.54881
O 1.10449 0.22996 -2.40990
C -5.73930 -2.18839 1.29204
C 0.89903 0.75867 -3.48524
C -1.41561 -3.08316 -1.51974
C 1.03455 3.59147 1.80498
C -2.34183 -2.10077 -2.28040
C -5.55472 -1.94184 -0.19814
C -3.84518 -2.29554 -1.96313
H 0.80968 0.48808 -5.33694
H -1.43950 -3.01233 -0.43231
H -4.46824 -1.60426 -2.53059
H -0.38038 4.33953 1.78711
H -4.11415 -3.25879 -2.39661
H -5.19883 -1.43025 1.85880

***

Entry 2:
21
Properties=species:S:1:pos:R:3 method="wB97M-V/def2-TZVPD" total_charge=+2 homo_lumo_gap_ha="0.183 / 0.182" relative_energy_kcal_mol=698.3 e_lumo_ev="-10.83 / -10.84" total_energy_ev=-31123.5142
Ba -1.21605 0.36010 -0.25290
S 1.83965 -0.51059 0.36049
O -5.12271 1.18898 -0.78563
O -1.23584 1.62707 2.53366
O -1.87194 -2.36246 0.98318
O -1.02496 -0.94404 -3.01567
O 1.51052 -0.36105 1.85485
O -0.39001 3.04616 -1.46633
C -0.73970 2.04550 -1.01580
C -1.26779 1.15949 1.48142
C -4.02259 0.95547 -0.63559
C 1.31867 -2.17875 -0.13670
C -1.66478 -1.33143 0.51344
C 2.69996 1.08457 0.55188
C -1.13620 -0.44559 -1.98312
H 0.64878 -2.14907 -1.01451
H 3.12191 1.37399 -0.43229
H 2.22552 -2.76726 -0.38446
H 1.97229 1.88104 0.81921
H 0.84001 -2.69409 0.72034
H 3.51526 1.02197 1.30453

***

Entry 3:
21
Properties=species:S:1:pos:R:3 method="wB97M-V/def2-TZVPD" total_charge=+3 homo_lumo_gap_ha="0.208 / 0.208" e_lumo_ev="-13.94 / -13.94" total_energy_ev=-35154.4031
Bi -0.88183 -1.76940 -0.76165
S -0.03375 0.36701 -1.78924
O -0.83686 -2.51232 2.13305
O -2.21948 -4.51401 -1.33808
O 1.36609 -2.61802 -2.57560
O -3.32227 -0.46682 -1.94942
N -0.32710 1.92168 0.36269
N 1.69721 0.97247 0.15539
C 0.55294 -2.35369 -1.93573
C -2.47458 -0.96408 -1.53133
C 0.44314 1.05746 -0.31910
C -0.86419 -2.26663 1.08205
C 0.44443 2.51433 1.43588
C 1.84428 1.85735 1.29284
C -1.76438 -3.57907 -1.14816
H -0.01395 2.27511 2.40710
H 2.48374 0.39882 -0.23411
H 0.50864 3.60282 1.29011
H 2.10968 1.27737 2.18963
H 2.60950 2.61740 1.07624
H -1.32127 2.18222 0.15745

***

Entry 4:
16
Properties=species:S:1:pos:R:3 method="wB97M-V/def2-TZVPD" total_charge=0 homo_lumo_gap_ha=0.353 relative_energy_kcal_mol=49.4 e_lumo_ev=0.47 total_energy_ev=-158273.2468
Br 2.46472 -1.67115 0.66459
Br -0.30363 -2.71630 -0.45198
S -0.63822 1.66673 -0.15229
C -0.50470 0.10206 1.81345
C 1.17290 -0.60820 -1.67045
C 0.96052 -1.22861 -0.40863
C 0.71428 -0.93189 -2.80832
C -1.52010 2.08291 1.25553
C -1.25264 1.19463 2.22712
C -0.10608 0.16133 0.54362
H 0.14770 -1.88959 -2.95570
H -0.26107 -0.63336 2.49638
H 0.91395 -0.32949 -3.67528
H -1.84765 3.10575 1.30410
H -1.58605 1.31960 3.21550
H 1.64606 0.37559 -1.39764

***

Entry 5:
19
Properties=species:S:1:pos:R:3 method="wB97M-V/def2-TZVPD" total_charge=0 homo_lumo_gap_ha=0.356 relative_energy_kcal_mol=6.2 e_lumo_ev=-0.57 total_energy_ev=-223065.4305
Br 8.73408 9.01517 18.93079
Br 6.69271 9.88255 16.53186
Br 5.81023 10.50418 19.49856
O 4.25385 1.87110 15.94262
O 6.06467 2.16642 17.09145
N 5.12599 2.57218 16.41614
C 6.22914 6.13555 16.11716
C 6.89145 9.32389 18.40322
C 6.20382 4.81131 16.47912
C 4.00495 4.55861 15.50289
C 3.95922 5.93856 15.32250
C 5.10180 6.69644 15.54024
C 5.07994 4.02264 16.19651
H 6.47508 8.32953 18.47517
H 5.08244 7.73255 15.22882
H 3.09132 4.01353 15.30337
H 7.04301 4.36149 16.99256
H 3.10421 6.49299 14.96142
H 7.15918 6.65797 16.30220

***

Entry 6:
17
Properties=species:S:1:pos:R:3 method="wB97M-V/def2-TZVPD" total_charge=0 homo_lumo_gap_ha=0.302 relative_energy_kcal_mol=12.3 e_lumo_ev=-0.75 total_energy_ev=-92898.2072
Br 0.37860 2.59121 -2.34025
Cl -1.66199 -0.98915 -1.05964
N -0.46413 1.11511 0.09314
N 2.22160 1.04536 0.04825
C 1.08374 -1.17446 0.39523
C 0.06791 -1.43922 1.28266
C -0.62351 -0.37009 1.98847
C -0.86566 0.81098 1.35252
C -0.15281 0.74684 -2.28213
C 1.74708 0.04786 0.28106
C -0.55731 0.44490 -0.92783
H 1.49964 -2.09256 0.02445
H -1.32587 1.58446 1.91626
H -0.96484 -0.60968 2.98327
H -0.11805 -2.45344 1.67527
H 0.66451 0.08450 -2.34642
H -0.92890 0.65738 -3.08431

***

Entry 7:
18
Properties=species:S:1:pos:R:3 method="wB97M-V/def2-TZVPD" total_charge=0 homo_lumo_gap_ha="0.264 / 0.255" relative_energy_kcal_mol=0.0 e_lumo_ev="-1.58 / -1.70" total_energy_ev=-20270.1832
F -1.19279 -1.53619 -0.22365
F 3.61377 0.66210 -0.06354
F 2.10384 1.05492 -1.39738
F 1.87924 1.59593 0.73587
O 1.65474 -3.00832 -0.51679
C -0.56355 -0.56854 0.44236
C -0.87689 0.74733 -0.00082
C 2.31530 0.59181 -0.09396
C -1.82594 1.09583 -0.88909
C 2.01751 -1.86044 -0.61932
C 0.59187 -0.87502 1.26569
C 1.59852 -0.66866 0.13929
H 0.40667 -1.84936 1.58586
H -0.30561 1.69767 0.41296
H -2.04672 2.10338 -1.09466
H -2.39679 0.30700 -1.47680
H 2.89598 -1.50180 -1.19511
H 0.67706 -0.23698 2.19270

***

Entry 8:
33
Properties=species:S:1:pos:R:3 method="wB97M-V/def2-TZVPD" total_charge=0 homo_lumo_gap_ha="0.359 / 0.273" multiplicity=6 relative_energy_kcal_mol=8.2 e_lumo_ev="-0.33 / -2.66" total_energy_ev=-99451.6761
Fe 13.64292 11.95064 3.92765
S 8.69916 12.06338 4.28257
S 11.28930 13.20438 4.37759
F 6.33081 12.16243 5.25469
F 7.67794 13.74472 6.06842
F 12.28157 15.32784 3.19638
F 7.97035 11.76473 6.74236
F 11.17550 15.66764 5.03056
F 10.15110 15.23587 3.15100
O 14.47446 13.19740 2.99116
O 16.41147 13.88243 2.35425
O 11.72694 12.44989 3.16983
O 12.45101 12.96637 5.25777
O 8.26969 12.86676 3.19826
O 8.83084 10.63963 4.16494
N 13.63844 10.11600 3.95461
N 13.40272 7.67538 3.85690
N 11.97954 6.17606 5.21931
N 15.10456 12.07113 5.64582
N 10.01210 12.79888 5.02969
C 7.59019 12.48131 5.71983
C 12.67170 6.85622 4.60112
C 11.20672 14.99543 3.86652
C 13.50503 8.93922 3.89022
C 16.54275 11.93843 5.19783
C 16.53427 11.94858 3.67698
C 15.84244 13.08689 3.03466
H 14.96608 12.99679 6.12380
H 14.91178 11.37932 6.35344
H 17.56942 11.94857 3.36279
H 16.04564 10.99882 3.36071
H 17.14032 12.84558 5.40171
H 17.05819 11.10799 5.63210

***

Entry 9:
21
Properties=species:S:1:pos:R:3 method="wB97M-V/def2-TZVPD" total_charge=+3 homo_lumo_gap_ha=0.203 relative_energy_kcal_mol=26.1 e_lumo_ev=-15.48 total_energy_ev=-22401.8934
Hf -0.85656 -1.07168 0.01596
O -1.36928 1.35434 -3.14012
O 1.20256 -3.07838 -1.67968
O 0.39148 0.45284 0.25197
O -0.35490 -3.97340 1.48912
O -2.51677 -0.21056 2.72007
O -2.62365 -1.27684 -1.22351
N 2.52267 1.01566 -0.03442
C 1.37971 1.13287 0.62866
C -0.57251 -2.95065 0.93766
C -2.27799 0.50346 -2.89146
C -1.93431 -0.54141 1.75476
C 1.35835 2.04440 1.78574
C -1.82632 -0.30471 -1.64308
C 0.48257 -2.40048 -1.10024
H 2.61981 0.40979 -0.84056
H 1.64377 3.04796 1.44722
H -3.07936 0.53690 -3.57884
H 0.37978 2.06902 2.26958
H 3.30725 1.52712 0.32985
H 2.12372 1.71376 2.50132

***

Entry 10:
16
Properties=species:S:1:pos:R:3 method="wB97M-V/def2-TZVPD" total_charge=0 homo_lumo_gap_ha=0.213 relative_energy_kcal_mol=171.3 e_lumo_ev=-0.94 total_energy_ev=-12375.9289
O -2.50137 1.60281 0.44982
N -2.28638 -0.69033 -0.49494
N 1.15530 -1.15332 0.01203
C -1.28480 -1.51721 -0.27625
C 2.04475 -0.12773 0.24975
C -0.04957 -0.86252 -0.31359
C -1.88708 0.62160 0.03291
C 0.53727 1.67787 -0.53727
C 1.84107 1.21555 -0.46645
C -0.41554 0.63908 -0.19741
H 0.17894 2.80917 -0.38700
H 1.84243 -2.06808 0.95228
H -3.33990 -0.91882 0.05866
H 2.76323 1.75616 -0.00585
H 3.06009 -0.47521 0.98334
H -1.65844 -2.50901 -0.06001

***

Entry 11:
18
Properties=species:S:1:pos:R:3 method="wB97M-V/def2-TZVPD" total_charge=0 homo_lumo_gap_ha=0.295 smiles="O=[N+]([O-])[C@H]1C=c2ncsc2=CC1" relative_energy_kcal_mol=89.1 e_lumo_ev=-0.40 total_energy_ev=-25262.1791
S -3.21654 0.64127 0.13715
O 3.14533 -1.51286 -0.09528
O 3.26493 0.48136 0.66782
N -2.09259 -1.70954 0.14757
N 2.66255 -0.43986 0.11915
C -3.21423 -1.13836 0.06157
C 0.22853 -1.15871 -0.15795
C -1.04339 -0.76920 0.13931
C -0.49511 1.57579 -0.02710
C 1.33189 -0.07693 -0.40949
C -1.40612 0.60992 0.12750
C 0.98791 1.26933 0.13305
H -0.71257 2.63539 -0.07608
H -4.23474 -1.59632 0.14959
H 1.20605 1.22286 1.20289
H 1.54986 2.23418 -0.28741
H 0.34353 -2.19293 -0.31862
H 1.69472 -0.07541 -1.51367

***

Entry 12:
16
Properties=species:S:1:pos:R:3 method="wB97M-V/def2-TZVPD" total_charge=0 homo_lumo_gap_ha="0.241 / 0.240" relative_energy_kcal_mol=42.1 e_lumo_ev="-2.32 / -2.32" total_energy_ev=-21168.5695
S 2.49304 2.29088 -0.97374
N 1.60367 -0.60229 -1.17345
N 1.12688 -2.14966 -2.92937
C -0.41326 1.52004 1.71030
C 0.90050 0.15515 -0.43315
C -0.42374 -0.30106 0.04617
C 1.38530 1.44206 0.01762
C -0.99574 0.36749 1.07343
C 1.19277 -1.84192 -1.66551
C 0.79707 2.00842 1.16839
H 1.20412 2.99380 1.48666
H -1.12919 -1.13235 -0.25373
H -1.09704 2.12592 2.30851
H 1.39255 -1.46905 -3.61571
H -1.88468 -0.00609 1.46982
H 1.05669 -2.52593 -0.88279